A molecular structure, C43H35KOP2S5 at a distorted geometry. Source: OMol25; level of theory: ωB97M-V/def2-TZVPD.

Structure (XYZ):
```
87
Properties=species:S:1:pos:R:3
K -2.6387 -1.2555 -1.8762
C 4.9480 -1.2713 1.8287
C 3.5465 -1.0428 2.4223
C 3.6644 -0.7640 3.9327
C 2.8864 0.1634 1.7682
C 3.5696 1.3723 1.7020
C 2.9462 2.5391 1.3009
C 1.6028 2.5090 0.9720
C 0.8895 1.3131 0.9494
P -0.9491 1.3221 0.6599
C -1.3765 2.2924 2.1710
C -1.3940 1.5581 3.3604
C -1.6274 2.1843 4.5759
C -1.8599 3.5551 4.6171
C -1.8615 4.2889 3.4386
C -1.6226 3.6624 2.2182
C -1.2003 2.5446 -0.6878
C -2.5247 2.9648 -0.8675
C -2.8702 3.8281 -1.8946
C -1.8969 4.2748 -2.7791
C -0.5905 3.8388 -2.6361
C -0.2440 2.9708 -1.6057
C 1.5608 0.1418 1.3403
O 0.8433 -1.0379 1.3060
C 1.4534 -2.2331 1.6078
C 0.7372 -3.4036 1.3013
C 1.2505 -4.6234 1.7140
C 2.4577 -4.6955 2.3985
C 3.1735 -3.5355 2.6177
C 2.7002 -2.2883 2.2114
P -0.8143 -3.4321 0.3134
C -1.8723 -2.3948 1.4325
C -2.8283 -1.4395 1.0979
C -3.7361 -0.9505 2.0321
C -3.7166 -1.4145 3.3331
C -2.7723 -2.3660 3.6939
C -1.8700 -2.8490 2.7588
C -0.1249 -2.6398 -1.2103
C 0.3580 -3.6246 -2.0840
C 1.0808 -3.2822 -3.2178
C 1.3299 -1.9482 -3.5064
C 0.8372 -0.9602 -2.6653
C 0.1077 -1.3051 -1.5345
H 5.5928 -0.4053 1.9906
H 4.8829 -1.4602 0.7541
H 5.4345 -2.1286 2.2973
H 4.2686 0.1297 4.1102
H 4.1346 -1.6090 4.4455
H 2.6763 -0.6018 4.3715
H 4.6097 1.4092 2.0044
H 3.4943 3.4746 1.2814
H 1.0860 3.4327 0.7498
H -1.2237 0.4835 3.3278
H -1.6338 1.6035 5.4917
H -2.0440 4.0480 5.5649
H -2.0456 5.3581 3.4655
H -1.6272 4.2471 1.3058
H -3.2922 2.6194 -0.1795
H -3.9005 4.1374 -2.0174
H -2.1629 4.9433 -3.5884
H 0.1673 4.1609 -3.3398
H 0.7751 2.6122 -1.5410
H 0.6968 -5.5267 1.4821
H 2.8429 -5.6481 2.7384
H 4.1293 -3.5970 3.1269
H -2.8675 -1.0326 0.1150
H -4.4474 -0.1876 1.7385
H -4.4217 -1.0317 4.0605
H -2.7450 -2.7469 4.7078
H -1.1493 -3.5984 3.0641
H 0.1768 -4.6697 -1.8582
H 1.4456 -4.0595 -3.8783
H 1.8822 -1.6713 -4.3953
H 0.9975 0.0822 -2.8994
H -0.2781 -0.5202 -0.8980
C 0.2125 2.1824 -6.3259
S 0.4712 0.3880 -6.3168
C -1.1882 -0.1701 -6.3541
C -2.0810 -0.0663 -5.3379
S -1.8919 0.6784 -3.7894
S -3.6366 -0.7946 -5.7116
C -3.3104 -1.3973 -7.3026
S -4.3919 -2.2474 -8.2026
S -1.7252 -0.9803 -7.8152
H 1.1858 2.6441 -6.1487
H -0.4722 2.4408 -5.5168
H -0.1790 2.5087 -7.2878
```

spin multiplicity	1
E_LUMO	-0.14	eV
E	-5008.42764	Eh
HOMO-LUMO gap	0.2413	hartree
relative energy (zero: lowest compared OMol25 entry of this formula, charge and spin)	16.3	kcal per mole

Atom charges from the Löwdin analysis, given in e for atoms 1 to 8: 0.68, -0.02, -0.43, -0.01, -0.09, -0.02, -0.06, -0.09

A molecular structure, CH4N2S3 at a distorted geometry. Source: OMol25; level of theory: ωB97M-V/def2-TZVPD.

Structure (XYZ):
```
10
Properties=species:S:1:pos:R:3
C -0.0911 -1.2350 -0.2590
N -0.3264 -0.0831 2.0126
N 0.2697 0.9214 -0.5565
S 0.4423 -1.8667 -1.6072
S 0.8878 0.8575 -2.0043
S -1.0742 -1.3260 1.1113
H 0.3568 0.5152 1.5279
H -1.1265 0.5564 2.2374
H 1.0190 0.8758 0.1176
H -0.3574 0.7845 -2.5798
```

spin multiplicity	1
E_LUMO	-0.62	eV
E	-1344.42297	Eh
HOMO-LUMO gap	0.2656	hartree
relative energy (zero: lowest compared OMol25 entry of this formula, charge and spin)	80.0	kcal per mole

Atom charges from the Löwdin analysis, given in e for atoms 1 to 8: -1.11, -0.35, -0.57, 0.63, 0.63, 0.85, 0.01, 0.04